Here is a molecular structure, C4H8O2 from the Open Molecules 2025 dataset. Energies are from ωB97M-V/def2-TZVPD.

Calculated values
- Total charge: 0
- Spin multiplicity: 1

Each line ends with the natural charge from an NBO analysis.
CARTESIAN COORDINATES (ANGSTROEM)
C (-0.97820, 1.34930, -0.09439)  -0.675
C (-0.31482, 0.10693, -0.57245)  0.474
C (1.06846, -0.28274, 0.87392)  -0.654
O (0.21375, 0.10174, -1.76565)  -0.644
C (-0.26527, -1.20037, 0.03072)  0.166
O (0.19033, -2.12187, -0.72419)  -0.765
H (-0.27781, 2.19071, -0.08618)  0.239
H (-1.78424, 1.59223, -0.79414)  0.252
H (-1.40048, 1.21289, 0.90425)  0.231
H (1.45198, -1.19661, 1.33108)  0.253
H (0.77499, 0.43164, 1.64564)  0.206
H (1.83484, 0.11891, 0.20860)  0.227
H (0.40595, -0.90883, -1.85102)  0.514
H (-0.91949, -1.39394, 0.89381)  0.174



Here is a single C4H8O2 molecule from the Open Molecules 2025 dataset. Energies are from ωB97M-V/def2-TZVPD.

Calculated values
- Total charge: 0
- Spin multiplicity: 1
- Structure (SMILES): C[C@H]1O[C@H]1CO

Each line ends with the natural charge from an NBO analysis.
CARTESIAN COORDINATES (ANGSTROEM)
C (1.83932, 0.68677, -0.13683)  -0.638
C (0.90328, -0.34363, 0.44898)  0.067
O (0.02776, 0.07801, 1.49082)  -0.496
C (-0.55103, -0.37009, 0.26640)  0.023
C (-1.31077, 0.62105, -0.57941)  -0.090
O (-2.67466, 0.73499, -0.20514)  -0.711
H (1.31888, 1.60255, -0.42513)  0.214
H (2.35266, 0.28718, -1.01888)  0.218
H (2.60384, 0.95155, 0.60123)  0.223
H (1.37910, -1.30634, 0.65308)  0.180
H (-1.05836, -1.33672, 0.33059)  0.186
H (-1.31295, 0.23449, -1.60040)  0.186
H (-0.81667, 1.60379, -0.56979)  0.170
H (-2.72174, 0.91316, 0.74248)  0.469



Here is 2 unconnected molecules or ions with the total composition C4H8O2 in a non-equilibrium geometry from the Open Molecules 2025 dataset. Energies are from ωB97M-V/def2-TZVPD.

Calculated values
- Total charge: 0
- Spin multiplicity: 1
- Structure (SMILES): CCC=O.C=O

Each line ends with the natural charge from an NBO analysis.
CARTESIAN COORDINATES (ANGSTROEM)
C (1.00140, -0.78083, -1.36899)  -0.628
C (0.58512, 0.27656, -0.40547)  -0.325
C (-0.72199, 0.87666, -0.43006)  0.322
O (-1.27629, 1.34015, 0.56359)  -0.611
H (2.02998, -0.62314, -1.66132)  0.218
H (0.93830, -1.75061, -0.89250)  0.245
H (0.36136, -0.80056, -2.25058)  0.214
H (1.20901, 0.46841, 0.46293)  0.246
H (0.54851, 1.42682, -0.99192)  0.239
H (-1.26012, 0.78298, -1.39171)  0.139
C (-0.85906, -0.27186, 2.05608)  0.300
O (-0.25171, -1.11797, 1.43093)  -0.598
H (-0.35300, 0.48033, 2.67264)  0.116
H (-1.93928, -0.34863, 2.19800)  0.123



Here is a single C4H8O2 molecule from the Open Molecules 2025 dataset. Energies are from ωB97M-V/def2-TZVPD.

Calculated values
- Total charge: 0
- Spin multiplicity: 1
- Structure (SMILES): CC(C)(O)C=O

Each line ends with the natural charge from an NBO analysis.
CARTESIAN COORDINATES (ANGSTROEM)
C (0.66837, -1.18734, -0.46710)  -0.629
C (0.08329, 0.20094, -0.12610)  0.124
C (-1.43649, 0.21717, -0.28576)  -0.617
O (0.64855, 1.17782, -0.96509)  -0.716
C (0.45918, 0.53014, 1.31030)  0.435
O (1.27927, 1.37980, 1.57417)  -0.534
H (0.91125, -1.17520, -1.53194)  0.240
H (1.59308, -1.39345, 0.08342)  0.215
H (-0.03742, -2.00133, -0.27501)  0.213
H (-1.82164, 1.23232, -0.14847)  0.224
H (-1.92035, -0.45019, 0.43764)  0.208
H (-1.70151, -0.11898, -1.29302)  0.225
H (1.30112, 1.65242, -0.42278)  0.489
H (-0.02672, -0.06413, 2.10974)  0.123



Ordered ΔE to the lowest compared entry with this formula, charge and spin results: 2.742 1.964 3.384 0.912; unit eV.
Ordered total energy results: -307.6117 -307.6403 -307.5881 -307.6789; unit hartree.